1.
The following is a DFT calculation (the ωB97M-V functional and the def2-TZVPD basis) of a 9-piece molecular cluster, C36H99N9O9 overall.

## Properties
**Molecular weight**: 802.2 g mol⁻¹
**Net charge**: 0
**Frontier orbital gap**: 9.03 eV
**Energy relative to the best compared isomer or geometry (same formula, charge and spin)**: 390.78 kJ/mol

Structure (XYZ):
```
153
C36H99N9O9 the ωB97M-V functional and the def2-TZVPD basis
H 11.275 15.036 18.952
H 18.610 19.189 10.530
H 17.204 18.372 9.776
N 21.686 10.467 15.326
C 21.940 16.056 11.934
H 19.422 19.659 16.612
H 14.696 19.616 12.211
H 12.259 15.681 17.693
H 21.108 12.620 14.139
N 16.895 10.944 7.397
C 22.775 10.696 13.057
C 20.328 17.757 16.679
H 8.569 19.482 14.053
C 18.167 11.205 20.261
H 11.914 18.718 14.621
H 9.949 19.644 15.610
H 16.453 17.007 16.776
H 17.035 10.792 10.109
C 21.026 15.754 9.619
C 17.253 13.849 13.009
H 18.289 11.991 13.070
H 24.067 15.734 10.903
H 19.118 13.390 19.479
H 15.195 18.969 20.605
C 17.544 19.318 10.340
C 8.944 17.749 16.154
H 14.429 20.070 19.355
H 15.676 13.378 9.595
H 11.779 17.244 15.566
C 20.365 17.656 18.245
H 21.219 15.244 8.678
H 18.178 15.519 13.604
H 21.393 17.303 18.510
N 17.007 18.239 12.506
H 13.556 15.342 13.730
H 23.548 11.290 12.580
O 18.918 11.021 9.363
C 13.187 17.554 19.452
C 22.064 15.354 10.573
H 17.465 17.118 15.309
H 13.955 16.944 19.900
O 15.518 15.641 13.241
H 23.079 9.626 13.015
H 7.021 18.589 13.584
H 20.680 14.448 15.725
H 17.354 20.113 9.636
C 18.349 11.061 17.730
H 13.044 15.022 19.153
H 16.965 20.315 12.129
H 13.422 21.252 9.299
H 18.760 11.276 21.235
H 20.409 13.027 18.384
H 23.666 11.140 14.821
H 14.575 16.080 14.957
H 21.934 14.264 10.761
C 15.550 12.520 8.984
H 13.994 16.973 13.463
O 22.361 13.278 15.710
H 19.085 18.780 15.244
H 17.742 9.959 15.624
H 19.012 11.253 16.928
C 19.173 18.651 16.343
H 14.793 18.376 11.090
C 16.872 12.033 8.401
H 10.694 17.589 14.201
C 10.211 18.605 15.978
H 16.354 10.122 7.728
H 18.735 16.776 8.803
H 20.153 18.608 18.723
H 12.196 19.353 19.812
H 20.028 12.518 10.517
C 17.100 9.687 16.460
H 21.129 16.820 9.496
H 22.112 17.071 11.803
H 18.063 12.656 14.577
H 14.230 20.502 20.930
C 19.077 11.297 19.058
C 22.146 12.659 14.459
H 17.759 12.439 10.378
H 22.106 15.201 14.958
C 21.723 14.558 15.788
O 8.164 17.616 14.913
C 17.551 12.533 13.639
H 20.185 16.728 16.273
H 17.436 11.714 17.586
H 12.739 20.201 10.493
N 10.867 18.886 17.269
H 22.683 13.315 13.683
C 12.973 18.799 20.333
H 20.917 16.033 12.347
C 20.021 11.944 9.531
H 15.240 11.610 9.611
C 14.331 19.587 20.335
C 15.208 19.373 11.242
H 16.748 11.782 13.805
H 16.766 18.418 13.455
C 16.674 19.370 11.590
H 14.777 12.809 8.295
H 22.076 14.993 16.748
H 17.994 16.212 16.696
C 12.180 15.592 18.757
H 18.505 15.025 8.477
H 16.925 13.751 11.950
H 21.518 11.045 16.193
C 22.638 11.201 14.543
H 19.673 16.884 18.664
N 23.394 15.722 10.121
H 17.572 15.862 9.749
N 21.515 18.302 16.059
H 13.530 19.480 9.067
H 16.948 8.643 16.253
N 12.622 18.564 21.734
H 21.889 19.165 16.384
H 11.095 18.072 17.899
H 10.319 19.504 17.821
C 18.630 15.793 9.272
C 17.458 17.087 16.403
H 9.218 16.730 16.428
H 17.865 10.647 7.323
H 20.970 11.332 9.555
H 21.551 18.314 15.045
C 13.584 20.286 9.796
O 19.683 15.498 10.165
H 8.352 18.196 16.986
H 18.860 14.802 12.269
O 14.851 20.412 10.355
H 23.783 15.230 9.307
O 12.053 16.765 19.466
C 17.685 11.583 9.675
C 16.029 14.475 13.744
H 22.048 9.540 15.605
H 19.911 10.666 19.247
H 13.450 18.240 22.206
H 16.377 14.674 14.810
H 13.490 17.858 18.490
H 21.826 10.727 12.449
C 14.346 16.038 13.876
H 16.514 17.415 12.315
C 7.708 18.874 14.426
H 20.024 12.753 8.802
H 17.368 11.939 20.247
O 17.802 9.795 17.677
O 17.953 18.256 16.980
H 17.352 12.851 7.920
H 17.607 10.222 20.170
N 18.446 14.632 13.164
C 11.205 17.986 15.029
H 11.958 17.804 21.823
H 7.104 19.395 15.196
H 16.197 10.317 16.427
H 15.243 13.761 13.819
N 19.639 12.675 18.959
H 22.583 15.560 12.621
```

***

2.
The following is a DFT calculation (the ωB97M-V functional and the def2-TZVPD basis) of one molecule with the formula C2H4INO.

## Properties
**Molecular weight**: 185.0 g mol⁻¹
**Net charge**: 0
**Frontier orbital gap**: 9.71 eV
**Energy relative to the best compared isomer or geometry (same formula, charge and spin)**: 127.30 kJ/mol

Structure (XYZ):
```
9
C2H4INO the ωB97M-V functional and the def2-TZVPD basis
I -2.514 -0.357 -0.989
C -0.565 0.541 -0.321
H 0.860 -1.123 -0.802
N -0.268 1.674 -0.582
H 1.235 0.103 0.386
H -0.980 -1.838 0.875
O -0.110 -1.544 1.017
H -0.688 2.480 -0.963
C 0.437 -0.436 0.072
```

***

3.
The following is a DFT calculation (the ωB97M-V functional and the def2-TZVPD basis) of C21H57N6O16SZn as an isolated structure.

## Properties
**Molecular weight**: 747.2 g mol⁻¹
**Net charge**: +1
**Frontier orbital gap**: 4.82 eV
**Energy relative to the best compared isomer or geometry (same formula, charge and spin)**: 257.98 kJ/mol

Structure (XYZ):
```
102
C21H57N6O16SZn the ωB97M-V functional and the def2-TZVPD basis
O -5.247 -0.793 1.289
H 1.646 -3.826 -2.040
O -0.880 -0.824 -0.541
H -2.687 -0.118 -2.679
C -2.489 0.908 -2.989
C 4.230 -3.933 2.604
H -4.039 -2.140 4.905
H -0.740 -1.253 -4.432
H 1.548 2.623 0.003
O -0.060 0.894 0.963
H -3.679 -2.450 -0.754
H -2.442 -2.182 5.559
H 1.437 6.188 -0.597
H -3.950 3.107 -4.121
C -2.493 -2.763 3.474
C 2.160 5.740 -1.280
H 2.151 3.872 -3.284
C -0.171 -4.105 -0.112
C 0.539 -5.125 -1.057
H -0.790 3.154 2.862
H 0.723 -2.110 -4.305
H 5.054 2.418 2.061
H -1.105 -2.514 -0.599
H 1.171 4.277 0.777
H 2.013 2.411 -2.109
H -0.263 -1.844 -2.836
H 4.593 1.925 -1.093
H 5.077 -3.464 3.103
S 0.272 -0.179 0.052
H -2.292 3.803 2.856
H 5.165 0.971 3.103
H -0.021 4.552 -2.609
H 1.596 -2.088 2.234
H -4.934 -3.039 0.237
H -0.837 0.558 2.419
O 1.238 0.307 -0.955
O -1.238 0.548 3.291
C -1.139 -3.277 -4.191
H -0.133 3.117 -1.543
C 4.523 1.790 2.776
H -2.536 -0.582 0.087
H 0.623 -3.421 0.187
C -4.448 -1.072 0.457
H -5.388 -2.017 -1.280
H 1.903 1.962 3.536
O -1.100 1.064 -3.170
O 3.238 0.770 1.017
H 2.236 -2.643 3.804
N 2.299 -2.541 2.801
C -2.996 -1.953 4.648
O 4.497 2.880 -1.064
H -0.128 -5.885 -1.463
O 1.066 -4.560 -2.258
C 3.999 3.326 -2.255
H -4.250 1.032 -4.260
H -2.630 -4.437 -3.459
H 1.438 -5.568 -0.630
H -1.632 -3.653 -2.256
C 1.806 3.674 0.127
H -2.789 0.863 -5.171
Zn 2.788 -0.763 -0.419
C 3.378 -2.823 2.114
H -0.461 -4.562 0.834
C 0.144 4.169 -1.602
C -1.809 2.858 2.611
H -1.579 -2.593 1.666
H -3.523 0.584 0.949
C -2.247 1.565 3.380
H 2.861 3.718 0.395
O -2.610 -4.004 3.456
H -2.555 1.815 4.395
C 3.222 1.370 2.100
O 1.143 -1.154 0.721
O -1.782 2.684 1.201
H -1.091 2.044 1.016
H 3.656 -4.503 3.335
H -0.464 4.692 -0.863
H -2.855 1.528 -2.171
C -3.197 1.314 -4.266
H 4.612 -4.600 1.831
N -1.898 -3.783 -3.221
H -0.657 0.613 -2.447
H 4.446 4.290 -2.499
C -0.288 -2.089 -3.898
H 4.418 2.628 -2.979
C -4.705 -2.231 -0.458
H 4.313 2.454 3.614
N -1.839 -2.088 2.501
H 1.326 1.198 2.031
H -2.913 -0.900 4.376
H -1.430 -1.201 2.756
C 2.457 3.373 -2.365
O -1.169 -3.647 -5.364
N 1.680 4.237 -1.322
N -3.441 -0.253 0.390
N 2.063 1.529 2.638
O -1.277 -3.458 -0.601
O -3.116 2.750 -4.434
H -3.175 1.238 2.911
O 3.634 -2.189 1.108
H 3.200 5.721 -0.955
H 2.033 6.091 -2.304
```